No. 1
55
Properties=species:S:1:pos:R:3:forces:R:3 method="wB97M-V/def2-TZVPD" smiles="O=[PH2]C1=C(CCCF)C(=O)OC1=O.COP(=O)(OC)OC.COP(=O)(OC)OC" total_charge=0 multiplicity=1 molar_mass_g_mol=486.3 relative_energy_ev=0.000 gap_ev=8.8
P -0.9610 -1.3751 6.1589 -0.48 -0.83 0.86
P -0.8611 -2.2721 -2.5012 4.96 1.67 -2.44
P -0.4005 4.2411 -2.1505 1.35 3.85 -2.71
F 1.5487 0.9922 6.2811 -0.22 -0.12 0.25
O -1.1203 -0.9613 -3.1000 -0.74 0.10 0.16
O 2.1585 -2.0672 2.0951 0.59 -0.22 -0.77
O -1.3429 -3.4157 -3.5331 -1.86 -0.65 1.95
O 0.9603 3.5697 -1.6292 -1.50 -1.80 0.82
O -0.6769 -1.9877 -0.9413 -2.19 -1.30 0.37
O -1.9336 3.8924 -2.5077 0.40 -2.13 1.32
O 1.0151 -3.5390 3.3607 -0.15 -0.31 -0.11
O -0.4121 5.5441 -1.4797 -0.14 -0.09 0.39
O 0.7162 -2.7369 -2.6714 0.06 0.05 0.21
O -0.4135 -4.3185 4.9396 0.26 0.24 -0.45
O -1.0012 -2.3016 7.3042 0.19 -0.01 0.03
O 0.0808 4.2720 -3.7138 -0.02 -0.20 0.02
C -1.0765 -3.1211 -4.9128 -0.18 0.01 -0.32
C 0.3181 1.2469 4.2363 0.35 0.21 -0.02
C 0.0491 -1.9437 4.7744 0.16 0.61 -0.32
C 0.8157 -1.2740 3.9045 0.05 -0.35 0.31
C 0.9653 1.9227 5.4290 0.29 0.36 -0.39
C 1.6407 2.5272 -2.3512 0.06 -0.14 0.04
C 1.4216 -2.3010 2.9888 -0.04 0.56 0.71
C -0.3795 3.2965 -4.6584 0.07 0.20 -0.01
C 0.0534 -2.8334 -0.0387 -0.08 -0.15 0.03
C 0.1329 -3.3958 4.4317 -0.39 -0.28 0.65
C 1.2096 0.1357 3.6673 -0.49 0.18 -0.34
C -2.6830 4.9989 -3.0282 -0.30 0.13 0.03
C 1.1089 -4.1092 -2.7354 0.10 0.25 -0.05
H 0.3132 -4.7890 -2.4359 -0.01 -0.03 -0.03
H 1.7796 2.5534 5.0705 0.10 0.01 0.01
H 0.2592 2.0224 3.4722 -0.21 0.06 -0.01
H -0.5109 -0.0988 6.4960 0.03 0.16 -0.37
H 2.2105 2.9675 -3.1667 -0.07 0.06 -0.02
H -3.5465 4.5639 -3.5276 0.03 -0.06 0.02
H 1.1200 -2.6570 -0.1394 -0.01 0.04 -0.13
H 1.2442 0.2526 2.5835 0.09 -0.11 -0.08
H -0.2589 -2.5587 0.9638 -0.13 0.03 -0.04
H -3.0118 5.6447 -2.2183 0.10 0.02 0.03
H 1.4112 -4.3548 -3.7539 0.00 -0.05 -0.02
H 0.9556 1.7759 -2.7397 -0.01 -0.02 0.02
H -2.0932 5.5725 -3.7413 0.06 -0.01 0.04
H 0.4838 2.9396 -5.2187 0.01 0.04 -0.02
H -0.8660 2.4459 -4.1837 -0.03 0.00 0.00
H 2.3214 2.0481 -1.6525 -0.04 0.04 0.07
H -1.8298 -2.4437 -5.3063 0.02 0.07 0.06
H 0.2851 2.5705 5.9784 -0.14 -0.20 0.22
H -0.1704 -3.8865 -0.1958 0.01 -0.01 0.02
H -1.0837 3.7643 -5.3464 -0.03 -0.01 -0.02
H -0.7059 0.9280 4.4218 0.00 -0.17 0.07
H -2.2276 -1.2049 5.5714 0.07 0.32 -0.25
H -0.0862 -2.6862 -5.0350 0.00 0.03 0.07
H -1.1301 -4.0743 -5.4344 -0.02 -0.02 0.07
H 1.9595 -4.2471 -2.0684 0.03 0.02 -0.03
H 2.2448 0.2659 3.9877 0.05 -0.07 0.09


No. 2
10
Properties=species:S:1:pos:R:3:forces:R:3 method="wB97M-V/def2-TZVPD" smiles="O=COc1co[nH]1" total_charge=0 multiplicity=1 molar_mass_g_mol=101.1 relative_energy_ev=4.867 gap_ev=9.4
O 1.0646 0.3306 -0.4800 -0.01 0.24 0.19
O -2.2429 0.0849 -0.2124 0.58 1.50 -1.38
O 1.3935 -0.9415 1.3587 0.22 0.28 -0.46
N -1.1991 0.9480 -1.0593 -0.44 -0.62 0.36
C 1.8162 -0.3933 0.3817 0.07 -0.20 0.47
C -1.1632 -0.2119 0.6073 0.65 -0.18 0.07
C -0.2673 0.3265 -0.2196 0.14 -0.18 0.57
H -1.0333 0.7378 -2.0622 -0.99 -0.56 0.47
H 2.8564 -0.3799 0.0412 -0.04 -0.04 0.02
H -1.2248 -0.5013 1.6447 -0.18 -0.24 -0.31


No. 3
16
Properties=species:S:1:pos:R:3:forces:R:3 method="wB97M-V/def2-TZVPD" total_charge=0 multiplicity=1 molar_mass_g_mol=86.1 relative_energy_ev=4.944 gap_ev=8.5
O -0.9345 -1.3542 -0.3952 -0.14 1.39 -0.64
C -0.2669 0.7404 1.8649 0.00 -0.02 -0.09
C 0.1413 0.6403 0.3742 0.02 -0.06 -0.04
C -1.0606 -0.0327 -0.3121 0.25 -0.51 0.64
C -1.0215 -0.7679 -1.9788 0.29 -0.72 -0.25
C 1.4886 -0.0818 0.2089 -0.10 0.01 -0.03
H 1.4171 -1.1166 0.5659 0.04 0.24 -0.06
H -1.2332 1.2492 1.9829 0.25 -0.14 -0.04
H -0.4613 -1.6566 -2.3210 -0.22 0.30 0.04
H -0.4388 0.1038 -2.3309 -0.20 -0.19 0.36
H -0.3490 -0.2633 2.3065 0.02 0.24 -0.10
H 1.7985 -0.1107 -0.8464 -0.06 0.00 0.25
H -2.0602 -0.7477 -2.2967 0.29 0.00 0.18
H 0.4941 1.3012 2.4245 -0.19 -0.15 -0.15
H 2.2783 0.4303 0.7763 -0.21 -0.11 -0.13
H 0.2081 1.6662 -0.0229 -0.04 -0.27 0.08


No. 4
69
Properties=species:S:1:pos:R:3:forces:R:3 method="wB97M-V/def2-TZVPD" s2=0.759 total_charge=-2 multiplicity=2 molar_mass_g_mol=1010.9 relative_energy_ev=0.000 gap_ev="5.3 / 5.3"
Cs 0.0964 -0.5899 -0.0249 -0.07 0.80 0.09
Sb -0.1929 -3.7822 2.1694 -0.26 0.05 0.81
Se 1.7314 -2.3055 2.2357 0.48 -0.17 0.20
Se -2.1505 -2.6917 1.2215 -0.47 -0.21 -0.05
Se -0.7509 -4.4541 4.5823 0.08 -0.01 -0.36
Se 0.1533 -6.0979 1.6099 0.07 -0.39 -0.09
Ge 2.1428 2.6053 -0.4888 -0.01 -0.04 -0.12
Si 4.3526 2.3718 0.3755 0.13 0.03 0.02
Si 1.5539 4.6704 0.5319 0.03 0.13 0.00
Si 2.6898 3.4177 -2.6636 0.03 0.13 0.00
O 0.8767 -1.4859 -2.5405 -0.06 -0.28 -0.47
C 0.2413 5.5966 -0.4901 0.04 -0.04 0.03
C 0.2137 -1.5903 -6.5692 -0.04 0.00 -0.01
C 3.6197 -1.4889 -2.7571 -0.01 -0.02 0.02
C 3.9675 -1.0961 -6.5043 -0.02 0.01 -0.01
C 4.2364 -1.2078 -5.1480 0.00 -0.02 0.04
C 5.7022 3.6020 -0.1811 -0.05 -0.06 0.00
C 1.9125 -1.5635 -4.6719 0.07 0.01 0.00
C 4.3638 2.4564 2.2704 0.00 0.01 -0.05
C 0.7536 4.3562 2.2234 0.00 0.05 -0.04
C 2.8948 5.9798 0.8832 -0.05 -0.05 0.03
C 3.8810 2.2569 -3.5839 -0.01 0.01 0.02
C 5.0794 -0.8131 -7.4765 0.01 -0.02 -0.01
C 5.0716 0.6736 -0.0705 -0.01 0.05 0.01
C 1.1524 3.4731 -3.7835 0.03 -0.02 0.01
C 3.2366 -1.4288 -4.2077 0.01 0.02 -0.09
C 0.8033 -1.7531 -3.7179 0.12 0.15 0.02
C 1.6229 -1.4740 -6.0426 -0.01 -0.03 0.04
C 3.4493 5.1587 -2.8436 -0.02 -0.07 -0.07
C 2.6549 -1.2339 -6.9374 0.01 0.00 0.00
H -0.1426 6.4650 0.0556 0.00 0.00 0.01
H 4.4330 -0.1332 0.2983 -0.01 0.00 -0.01
H 5.8628 -1.5697 -7.4033 0.00 0.00 0.00
H 6.6474 3.3824 0.3285 0.00 0.00 0.01
H 4.3668 5.2577 -2.2604 0.01 -0.01 0.01
H 4.7143 -0.7985 -8.5034 0.00 0.00 0.00
H 4.0796 3.4514 2.6240 -0.01 -0.01 0.00
H 3.6838 5.3713 -3.8937 0.00 0.00 0.01
H -0.2311 -2.5604 -6.3413 0.01 0.00 0.00
H 5.3620 2.2327 2.6611 0.00 0.00 0.00
H 3.4153 6.2866 -0.0261 -0.01 -0.01 -0.03
H 5.1633 0.5602 -1.1546 -0.01 0.02 0.02
H 1.4253 3.7246 -4.8146 0.00 0.01 0.00
H 3.6631 1.7356 2.6980 0.00 0.00 -0.01
H 3.6431 5.5886 1.5775 0.00 0.01 -0.01
H 0.6557 2.4992 -3.7881 0.00 0.00 -0.01
H 2.4285 -1.1419 -7.9945 0.00 0.00 0.00
H 1.4685 3.9138 2.9213 0.02 -0.02 -0.01
H 4.7025 -1.5628 -2.6625 0.00 0.01 0.00
H 5.5398 0.1540 -7.2659 -0.01 0.00 0.01
H 3.2927 -0.5884 -2.2343 0.00 -0.01 0.02
H 3.1594 -2.3265 -2.2347 0.01 -0.01 -0.02
H 2.7504 5.9241 -2.4962 0.01 -0.01 0.02
H -0.4374 -0.8243 -6.1455 -0.01 -0.01 -0.01
H 4.8445 2.1789 -3.0729 -0.01 -0.01 0.00
H 0.3798 5.2869 2.6645 0.01 0.00 0.01
H 3.4569 1.2512 -3.6510 0.02 0.06 0.00
H 4.0643 2.6116 -4.6045 0.00 0.01 0.00
H 5.2574 -1.0960 -4.7987 0.00 0.00 0.00
H 6.0675 0.5424 0.3660 0.00 0.01 0.01
H 5.4262 4.6358 0.0377 -0.01 0.00 0.01
H 2.4463 6.8695 1.3404 0.00 0.00 -0.01
H 0.2087 -1.4698 -7.6520 0.01 0.01 0.00
H 0.6589 5.9506 -1.4367 -0.01 -0.02 0.01
H -0.5992 4.9386 -0.7240 -0.01 0.00 0.00
H 5.8788 3.5265 -1.2580 -0.01 0.00 0.01
H -0.0835 3.6603 2.1335 0.00 0.00 -0.01
H 0.4270 4.2121 -3.4337 0.00 -0.01 0.03
H -0.1468 -2.1399 -4.1245 0.03 -0.02 -0.02


No. 5
9
Properties=species:S:1:pos:R:3:forces:R:3 method="wB97M-V/def2-TZVPD" total_charge=-1 multiplicity=1 molar_mass_g_mol=123.2 relative_energy_ev=2.525 gap_ev=7.5
S -1.6094 0.2145 0.2269 1.95 0.19 1.03
S -1.4593 -2.1770 -0.2041 0.10 -0.39 -0.74
O -2.9374 0.3440 0.7610 -1.44 0.29 -0.11
O -1.3279 0.8739 -1.0555 -0.61 -0.55 -0.28
C 1.7447 0.8601 -0.4405 0.20 0.07 -0.55
C 2.8356 0.9573 0.0394 -0.35 -0.18 0.41
H -1.7337 -2.7931 0.9601 -0.08 0.43 0.08
H 0.8305 0.7873 -0.9783 -0.44 0.02 0.01
H 3.6569 0.9331 0.6910 0.67 0.13 0.14


No. 6
46
Properties=species:S:1:pos:R:3:forces:R:3 method="wB97M-V/def2-TZVPD" smiles="COc1ccc(S(=O)(=O)CCC(=O)N2c3ccccc3C[C@@H]2C)cc1" total_charge=0 multiplicity=1 molar_mass_g_mol=359.4 relative_energy_ev=1.273 gap_ev=9.0
S -1.2988 2.2248 -0.6634 -0.51 0.61 0.01
O -5.5230 -1.8351 0.1040 0.26 0.01 -0.20
O -0.2737 -0.1023 0.6058 0.12 -0.10 0.08
O -1.9618 3.4671 -0.9786 -0.18 0.08 0.29
O -0.3322 1.7508 -1.6225 0.14 -0.36 0.05
N 1.9154 -0.2270 0.1480 -0.21 -0.35 -0.04
C -2.5865 -0.1679 -1.1655 0.02 -0.05 -0.04
C -2.5754 0.9943 -0.4175 0.38 0.50 0.05
C 1.7203 -1.5674 -0.4307 -0.37 -0.41 -0.26
C -3.5869 -1.0934 -0.9665 -0.17 0.03 0.07
C 4.0093 -1.1139 -0.0506 -0.10 0.10 -0.04
C 0.9385 1.9284 0.8684 -0.16 -0.16 -0.13
C -4.5723 0.3230 0.7187 -0.21 -0.18 0.09
C 0.8111 0.4528 0.5365 0.29 0.17 0.41
C 6.0619 0.0656 0.2086 0.12 0.00 0.01
C 5.3851 -1.1191 -0.0503 -0.08 0.16 0.01
C 1.3324 -1.4004 -1.8980 -0.08 0.02 0.26
C -3.5621 1.2471 0.5111 0.06 0.04 -0.11
C 5.3498 1.2213 0.4674 0.05 0.00 0.02
C -6.5631 -1.6661 1.0386 -0.17 0.03 0.15
C -0.4587 2.5013 0.9571 -0.28 -0.42 -0.56
C -4.5875 -0.8598 -0.0176 0.17 0.10 -0.08
C 3.0746 -2.2647 -0.2693 -0.07 0.00 0.18
C 3.2813 0.0577 0.2034 0.75 0.00 0.04
C 3.9603 1.2356 0.4711 -0.10 0.09 0.01
H -0.4651 3.5755 1.1159 -0.07 0.06 -0.09
H 5.8786 2.1405 0.6707 0.04 0.08 0.01
H 1.4676 2.4207 0.0523 0.15 0.00 0.13
H 7.1409 0.0825 0.2093 0.10 0.02 0.00
H 1.0283 -2.3538 -2.3219 0.00 -0.12 -0.08
H -3.5492 2.1750 1.0620 -0.08 0.10 0.11
H 0.5122 -0.6916 -1.9812 -0.08 0.02 -0.06
H -1.0578 1.9923 1.7063 -0.04 0.03 0.08
H 5.9264 -2.0323 -0.2478 0.05 -0.10 -0.03
H -1.8074 -0.3275 -1.8920 0.10 -0.11 -0.08
H -5.3363 0.5343 1.4500 -0.07 -0.01 0.04
H 0.9125 -2.0618 0.1139 0.19 0.06 -0.08
H -6.1765 -1.5824 2.0591 -0.01 0.01 -0.04
H -3.6224 -2.0117 -1.5305 0.01 -0.10 -0.08
H 1.4843 2.0655 1.8054 0.02 0.04 -0.06
H -7.1771 -2.5618 0.9593 0.02 0.09 0.04
H 3.3336 -2.8493 -1.1514 -0.04 -0.03 -0.02
H 3.0893 -2.9326 0.5959 -0.02 -0.02 -0.02
H 3.4573 2.1634 0.6743 -0.09 0.08 0.01
H -7.1737 -0.7880 0.8059 0.04 -0.03 0.01
H 2.1764 -1.0101 -2.4636 0.10 0.03 -0.09